[1]
ORCA calculation (ωB97M-V with the def2-TZVPD basis set) on a structure of composition C29H24BBaCl2F4IN4S.

Last column: natural (NBO) charge in e.
Geometry (Å):
1 Ba -0.164 0.089 0.313  1.7611
2 I 1.159 -2.645 2.528  0.1497
3 Cl 0.729 -5.368 -1.611  -0.0731
4 Cl -0.311 -2.991 -2.993  -0.0752
5 S 1.799 2.534 -0.251  -0.4634
6 F -3.958 -2.529 1.723  -0.5678
7 F -1.841 -1.879 1.102  -0.6171
8 F -2.630 -3.943 0.493  -0.5780
9 F -2.126 -3.519 2.705  -0.5618
10 N 0.030 1.352 -2.425  -0.2499
11 N 1.121 2.028 -2.874  -0.5131
12 N -2.181 -0.152 -1.733  -0.4912
13 N 3.113 3.000 -2.488  -0.8237
14 C -0.836 1.834 -4.663  -0.6809
15 C -2.242 2.459 1.199  -0.3369
16 C 4.101 -3.222 2.449  -0.2954
17 C -1.577 3.565 6.048  -0.2431
18 C -3.168 3.489 1.489  -0.1946
19 C -0.897 1.190 -3.305  0.1627
20 C 2.230 -1.495 -0.320  -0.4451
21 C 5.409 -3.278 1.923  -0.2325
22 C -2.407 4.051 5.077  -0.2010
23 C -2.027 0.282 -2.993  0.1900
24 C 4.906 -1.651 -1.375  -0.2581
25 C -1.355 1.924 2.117  -0.4384
26 C 2.588 -1.022 -1.570  -0.2959
27 C 0.004 -3.756 -1.411  -0.4020
28 C 3.303 -2.092 0.419  -0.1746
29 C -4.083 -1.443 -2.397  -0.2620
30 C -3.919 -1.021 -3.702  -0.1694
31 C -3.233 4.026 2.744  -0.2599
32 C -2.369 3.538 3.756  -0.0956
33 C -2.890 -0.146 -4.005  -0.2654
34 C 4.635 -2.174 -0.088  0.0167
35 C 1.954 2.465 -1.946  0.2883
36 C 5.666 -2.768 0.684  -0.2280
37 C -3.185 -0.979 -1.447  0.0621
38 C 3.098 -2.650 1.717  -0.0938
39 C -1.448 2.501 3.428  -0.0153
40 C -0.661 2.535 5.741  -0.2644
41 C 3.896 -1.088 -2.102  -0.2159
42 C -0.607 2.027 4.470  -0.1774
43 B -2.657 -2.994 1.533  1.3557
44 H -4.581 -1.371 -4.485  0.2002
45 H 6.200 -3.732 2.509  0.1929
46 H -2.741 0.181 -5.023  0.2098
47 H -0.299 1.202 -5.379  0.2171
48 H 5.919 -1.709 -1.762  0.1817
49 H -4.867 -2.128 -2.106  0.2192
50 H -3.830 3.856 0.710  0.1837
51 H -3.938 4.816 2.984  0.1820
52 H 1.840 -0.546 -2.203  0.1909
53 H -3.271 -1.291 -0.416  0.2385
54 H 6.668 -2.809 0.267  0.1884
55 H -0.281 2.765 -4.585  0.2501
56 H 3.879 3.032 -1.836  0.3882
57 H 4.097 -0.682 -3.089  0.1889
58 H 0.086 1.233 4.219  0.2129
59 H -0.941 -3.872 -0.889  0.2593
60 H -2.262 2.086 0.167  0.1626
61 H 0.708 -3.112 -0.881  0.2654
62 H -0.007 2.146 6.513  0.1932
63 H 3.893 -3.634 3.428  0.2091
64 H -1.621 3.966 7.055  0.1868
65 H -1.832 2.035 -5.056  0.1970
66 H -3.117 4.841 5.307  0.1836
67 H 3.328 2.645 -3.408  0.3720

## Properties
Relative energy (zero: lowest compared OMol25 entry of this formula, charge and spin), kJ/mol: 8.1
F_max, eV/Å: 0.14
Net charge: -2
HOMO-LUMO gap, eV: 6.339
HOMO, hartree: -0.081



[2]
ORCA calculation (ωB97M-V with the def2-TZVPD basis set) on a structure of composition C29H24BrFeN4P.

Last column: natural (NBO) charge in e.
Geometry (Å):
1 Br 0.868 3.551 -0.436  0.1754
2 Fe -0.183 0.911 -0.237  1.5281
3 P 0.139 -1.457 0.997  1.3725
4 N -1.166 2.432 0.934  -0.6372
5 N -2.067 -0.011 -0.272  -0.6342
6 N 0.494 0.572 -2.061  -0.7005
7 N -1.496 -1.608 1.321  -0.8944
8 C 2.101 2.030 3.170  -0.1187
9 C -2.654 3.473 2.479  -0.2272
10 C -0.913 4.768 1.452  -0.2439
11 C -2.216 2.374 1.773  0.0684
12 C -1.994 4.686 2.319  -0.0761
13 C 2.353 -0.140 -6.985  -0.0963
14 C -4.296 0.209 -1.112  -0.2341
15 C 1.990 0.505 1.324  -0.2278
16 C -0.558 3.610 0.798  0.1439
17 C 1.522 -2.918 2.869  -0.1880
18 C 2.220 1.150 -6.478  -0.1959
19 C 0.973 -2.901 1.577  -0.3790
20 C 1.739 1.339 -5.199  -0.1348
21 C -3.804 -1.412 0.587  -0.2564
22 C 0.898 0.399 -3.132  0.5964
23 C 1.064 -4.020 0.735  -0.1790
24 C 1.677 -5.167 1.203  -0.1904
25 C 2.201 -5.193 2.491  -0.0980
26 C -2.972 0.569 -1.095  0.0586
27 C 2.008 -1.255 -6.226  -0.1973
28 C 1.395 0.211 -4.438  -0.2084
29 C 2.640 1.536 1.993  -0.1849
30 C 0.909 1.514 3.689  -0.1844
31 C -2.480 -0.997 0.533  0.3902
32 C 2.114 -4.080 3.324  -0.1873
33 C 0.241 0.505 3.028  -0.1202
34 C 0.789 -0.022 1.845  -0.5584
35 C -4.718 -0.798 -0.245  -0.0715
36 C 1.525 -1.091 -4.944  -0.1377
37 H -0.381 5.694 1.284  0.2756
38 H 2.450 0.057 0.446  0.2495
39 H 3.570 1.932 1.607  0.2623
40 H 2.516 -4.121 4.327  0.2567
41 H -4.982 0.698 -1.789  0.2709
42 H 0.520 1.897 4.624  0.2582
43 H -2.596 1.346 -1.751  0.2193
44 H -1.787 -2.437 1.828  0.4568
45 H 2.117 -2.248 -6.639  0.2540
46 H 1.629 2.335 -4.791  0.2352
47 H 2.619 2.815 3.707  0.2608
48 H -4.100 -2.209 1.256  0.2581
49 H -3.506 3.385 3.139  0.2669
50 H 2.693 -6.088 2.849  0.2568
51 H 2.731 -0.278 -7.989  0.2536
52 H 1.479 -2.048 3.511  0.2292
53 H 2.491 2.003 -7.083  0.2558
54 H 1.251 -1.946 -4.341  0.2312
55 H 1.751 -6.039 0.568  0.2566
56 H -0.678 0.097 3.431  0.2373
57 H -2.711 1.416 1.864  0.2158
58 H 0.657 -3.993 -0.268  0.2320
59 H -5.755 -1.108 -0.229  0.2674
60 H -2.321 5.566 2.858  0.2685

## Properties
Relative energy (zero: lowest compared OMol25 entry of this formula, charge and spin), kJ/mol: 0.0
F_max, eV/Å: 0.69
2S+1: 6
Net charge: +3
HOMO-LUMO gap (spin up / spin down), eV: 8.615 / 5.443
<S²>: 8.77
HOMO (spin up / spin down), hartree: -0.626 / -0.625



[3]
ORCA calculation (ωB97M-V with the def2-TZVPD basis set) on a structure of composition C29H24BrN4O2SY at a distorted geometry.

Last column: natural (NBO) charge in e.
Geometry (Å):
1 Y 0.484 0.049 -0.245  2.1298
2 Br 0.932 -0.608 -7.227  0.0345
3 S -3.288 3.526 -0.030  0.3648
4 O 0.239 0.708 1.842  -0.8783
5 O -0.736 -1.743 -0.513  -0.8769
6 N 2.569 1.062 0.174  -0.6450
7 N -1.803 1.314 -0.264  -0.6239
8 N 2.124 -1.669 -0.470  -0.5942
9 N -1.346 2.977 -1.841  -0.7985
10 C 0.485 0.570 -2.769  -0.5978
11 C -4.977 0.648 2.312  -0.2472
12 C 1.950 -2.960 -0.350  0.2180
13 C 0.570 0.021 -5.483  -0.1116
14 C 0.706 -3.674 -0.270  -0.2467
15 C 1.445 1.189 -3.551  -0.1814
16 C -2.916 -0.185 1.383  -0.2501
17 C -1.763 -3.834 -0.104  -0.2853
18 C 2.756 2.036 1.020  0.2290
19 C 1.807 3.586 4.280  -0.2785
20 C 3.548 -1.205 -0.481  -0.2371
21 C -4.795 1.881 1.702  -0.2015
22 C 0.144 1.928 3.858  -0.2965
23 C 2.587 3.204 3.211  -0.1360
24 C -2.771 1.014 0.685  0.2180
25 C -0.554 -0.122 -3.372  -0.2379
26 C 2.000 2.292 2.275  -0.2515
27 C 1.542 0.839 -4.918  -0.2745
28 C -0.594 -3.059 -0.279  0.4250
29 C -3.977 -0.276 2.276  -0.1820
30 C 0.793 1.598 2.634  0.4787
31 C 0.628 2.999 4.615  -0.1584
32 C -0.396 -5.748 0.413  -0.2863
33 C -1.664 -5.155 0.287  -0.1514
34 C -2.059 2.524 -0.780  0.3064
35 C 3.621 0.288 -0.533  -0.2396
36 C -3.648 2.103 0.928  -0.2521
37 C -0.560 -0.311 -4.770  -0.2346
38 C 0.761 -5.043 0.124  -0.1219
39 H 3.958 -1.539 0.480  0.1942
40 H 2.842 -3.593 -0.341  0.1670
41 H -0.754 1.338 4.058  0.2295
42 H 3.562 2.819 0.907  0.1675
43 H 2.206 1.849 -3.126  0.1841
44 H 0.177 3.336 5.468  0.2091
45 H -0.288 -6.712 0.910  0.2142
46 H 2.368 1.185 -5.573  0.2163
47 H 4.130 -1.669 -1.264  0.2157
48 H 2.167 4.378 4.910  0.2080
49 H 4.591 0.614 -0.133  0.2021
50 H -5.834 0.402 2.926  0.2177
51 H -2.709 -3.378 -0.325  0.2279
52 H -1.394 -0.613 -2.801  0.2275
53 H 3.687 0.554 -1.577  0.2154
54 H 3.576 3.622 3.039  0.2108
55 H -2.209 -1.046 1.286  0.2510
56 H 1.722 -5.511 0.017  0.2045
57 H -1.617 3.847 -2.285  0.3982
58 H -1.403 -0.737 -5.269  0.2149
59 H -3.952 -1.170 2.961  0.2138
60 H -2.518 -5.812 0.425  0.2170
61 H -5.555 2.633 1.823  0.2166
62 H -0.595 2.438 -2.284  0.4495

## Properties
Relative energy (zero: lowest compared OMol25 entry of this formula, charge and spin), kJ/mol: 56.6
F_max, eV/Å: 3.47
HOMO-LUMO gap, eV: 7.392
HOMO, hartree: -0.286



- Which formula does entry 1 have?
  C29H24BBaCl2F4IN4S



Copy entry 3 word for word.
ORCA calculation (ωB97M-V with the def2-TZVPD basis set) on a structure of composition C29H24BrN4O2SY at a distorted geometry.

Last column: natural (NBO) charge in e.
Geometry (Å):
1 Y 0.484 0.049 -0.245  2.1298
2 Br 0.932 -0.608 -7.227  0.0345
3 S -3.288 3.526 -0.030  0.3648
4 O 0.239 0.708 1.842  -0.8783
5 O -0.736 -1.743 -0.513  -0.8769
6 N 2.569 1.062 0.174  -0.6450
7 N -1.803 1.314 -0.264  -0.6239
8 N 2.124 -1.669 -0.470  -0.5942
9 N -1.346 2.977 -1.841  -0.7985
10 C 0.485 0.570 -2.769  -0.5978
11 C -4.977 0.648 2.312  -0.2472
12 C 1.950 -2.960 -0.350  0.2180
13 C 0.570 0.021 -5.483  -0.1116
14 C 0.706 -3.674 -0.270  -0.2467
15 C 1.445 1.189 -3.551  -0.1814
16 C -2.916 -0.185 1.383  -0.2501
17 C -1.763 -3.834 -0.104  -0.2853
18 C 2.756 2.036 1.020  0.2290
19 C 1.807 3.586 4.280  -0.2785
20 C 3.548 -1.205 -0.481  -0.2371
21 C -4.795 1.881 1.702  -0.2015
22 C 0.144 1.928 3.858  -0.2965
23 C 2.587 3.204 3.211  -0.1360
24 C -2.771 1.014 0.685  0.2180
25 C -0.554 -0.122 -3.372  -0.2379
26 C 2.000 2.292 2.275  -0.2515
27 C 1.542 0.839 -4.918  -0.2745
28 C -0.594 -3.059 -0.279  0.4250
29 C -3.977 -0.276 2.276  -0.1820
30 C 0.793 1.598 2.634  0.4787
31 C 0.628 2.999 4.615  -0.1584
32 C -0.396 -5.748 0.413  -0.2863
33 C -1.664 -5.155 0.287  -0.1514
34 C -2.059 2.524 -0.780  0.3064
35 C 3.621 0.288 -0.533  -0.2396
36 C -3.648 2.103 0.928  -0.2521
37 C -0.560 -0.311 -4.770  -0.2346
38 C 0.761 -5.043 0.124  -0.1219
39 H 3.958 -1.539 0.480  0.1942
40 H 2.842 -3.593 -0.341  0.1670
41 H -0.754 1.338 4.058  0.2295
42 H 3.562 2.819 0.907  0.1675
43 H 2.206 1.849 -3.126  0.1841
44 H 0.177 3.336 5.468  0.2091
45 H -0.288 -6.712 0.910  0.2142
46 H 2.368 1.185 -5.573  0.2163
47 H 4.130 -1.669 -1.264  0.2157
48 H 2.167 4.378 4.910  0.2080
49 H 4.591 0.614 -0.133  0.2021
50 H -5.834 0.402 2.926  0.2177
51 H -2.709 -3.378 -0.325  0.2279
52 H -1.394 -0.613 -2.801  0.2275
53 H 3.687 0.554 -1.577  0.2154
54 H 3.576 3.622 3.039  0.2108
55 H -2.209 -1.046 1.286  0.2510
56 H 1.722 -5.511 0.017  0.2045
57 H -1.617 3.847 -2.285  0.3982
58 H -1.403 -0.737 -5.269  0.2149
59 H -3.952 -1.170 2.961  0.2138
60 H -2.518 -5.812 0.425  0.2170
61 H -5.555 2.633 1.823  0.2166
62 H -0.595 2.438 -2.284  0.4495

## Properties
Relative energy (zero: lowest compared OMol25 entry of this formula, charge and spin), kJ/mol: 56.6
F_max, eV/Å: 3.47
HOMO-LUMO gap, eV: 7.392
HOMO, hartree: -0.286



- Which value of relative energy (zero: lowest compared OMol25 entry of this formula, charge and spin) does entry 2 give?
  0.0 kJ/mol



- Which of these has the highest F_max?
  C29H24BrN4O2SY